No. 1
An isolated ion of composition C2H3N2O2 and charge -1 at a distorted geometry, computed with ωB97M-V/def2-TZVPD.

```
9
Properties=species:S:1:pos:R:3:mulliken_charge:R:1
O 3.24 -1.11 -0.08 -0.68
O -0.81 -0.86 0.35 -0.50
N 1.40 0.33 0.78 -0.30
N 2.36 1.20 0.04 -0.65
C 0.11 0.17 -0.04 -0.32
C 2.57 -0.08 0.03 0.66
H -0.49 1.05 0.04 0.19
H 0.57 0.25 -1.04 0.30
H -0.25 -1.60 0.70 0.31
```

## Properties
HOMO-LUMO gap = 7.26 eV
Charge = -1
E = -337.95172 Ha
SMILES = [O-]C1=NN1CO
Relative energy (zero: lowest compared OMol25 entry of this formula, charge and spin) = 36.2 kcal/mol
LUMO = 4.13 eV

No. 2
C28H23Cl2N4O4PbS2 as an isolated structure, computed with ωB97M-V/def2-TZVPD.

```
64
Properties=species:S:1:pos:R:3:mulliken_charge:R:1
Pb -0.60 0.71 -0.14 1.65
Cl -2.94 2.38 5.34 -0.24
Cl -3.37 2.44 -0.12 -0.19
S 1.59 -0.36 -2.63 1.25
S -1.52 1.80 2.51 -0.09
O 2.97 -0.08 -2.98 -0.76
O 0.58 0.62 -2.96 -0.77
O -2.18 -0.41 -1.50 -0.78
O -3.84 -1.92 -1.76 -0.77
N 1.13 -0.61 1.61 0.59
N -1.76 -1.28 0.99 -0.24
N 1.37 -0.67 -1.10 0.54
N -2.63 -1.95 0.13 -0.32
C 2.15 2.79 -0.93 -0.35
C 2.26 -1.45 -0.36 0.31
C 2.32 2.86 0.45 -0.28
C 2.11 -2.53 -4.24 -0.16
C -5.05 3.24 3.95 -0.75
C 2.82 -2.04 3.30 -0.70
C 1.74 -3.68 -4.93 -0.72
C 3.25 -2.28 -0.86 -0.66
C -5.22 3.27 1.57 -0.84
C 1.44 3.60 1.22 -0.42
C -2.93 -1.38 -1.13 0.54
C -0.18 -2.25 -3.50 -0.80
C 1.10 3.46 -1.53 -0.40
C 1.14 -1.83 -3.52 0.03
C -3.94 2.74 1.49 0.65
C 2.11 -1.40 1.07 -0.38
C -3.15 2.43 2.61 -0.66
C 0.22 4.21 -0.76 -0.41
C -3.78 2.70 3.84 0.43
C 0.43 -4.12 -4.89 -0.37
C -0.53 -3.41 -4.18 -0.59
C 1.85 -1.24 3.81 -0.94
C 2.98 -2.15 1.90 1.12
C 4.09 -3.03 -0.02 -1.07
C 1.01 -0.54 2.91 -0.34
C 3.98 -2.97 1.33 -0.91
C 0.39 4.27 0.62 -0.23
C -5.78 3.53 2.81 -0.31
H -1.57 -3.74 -4.16 0.48
H 3.13 2.31 0.92 0.37
H 0.94 3.35 -2.60 0.29
H -6.78 3.94 2.88 0.35
H 3.12 -2.16 -4.26 0.50
H -0.33 4.81 1.23 0.36
H 1.70 -1.12 4.88 0.44
H 2.48 -4.23 -5.49 0.38
H -0.63 4.70 -1.22 0.37
H -0.93 -1.68 -2.96 0.44
H 3.40 -2.33 -1.93 0.30
H -1.03 -1.90 1.33 0.25
H 0.15 -5.02 -5.42 0.36
H 4.64 -3.54 1.98 0.36
H -2.22 -0.82 1.78 0.28
H -5.76 3.47 0.66 0.39
H 2.81 2.17 -1.54 0.41
H 0.21 0.09 3.29 0.29
H 4.85 -3.66 -0.48 0.37
H -5.46 3.42 4.93 0.39
H 3.48 -2.60 3.95 0.38
H 1.54 3.61 2.30 0.34
H -3.37 -2.50 0.53 0.24
```

## Properties
HOMO-LUMO gap = 7.32 eV
Charge = -1
E = -3510.56958 Ha
Relative energy (zero: lowest compared OMol25 entry of this formula, charge and spin) = 9.2 kcal/mol
LUMO = 2.32 eV

No. 3
C28H27N9S2SeV as an isolated structure at a distorted geometry, computed with ωB97M-V/def2-TZVPD.

```
68
Properties=species:S:1:pos:R:3:mulliken_charge:R:1
Se -0.03 -0.93 -1.56 -0.27
V 1.63 0.16 0.34 0.02
S -1.21 0.50 2.15 -0.21
S 1.68 -2.01 1.68 -0.46
N -1.79 2.65 0.19 -0.11
N -1.49 -2.42 0.44 0.50
N -0.15 1.17 0.97 0.13
N 1.51 1.88 -1.04 0.48
N 3.35 -2.13 -0.43 -0.42
N 2.54 -4.14 0.32 -0.41
N 3.39 -0.77 -0.22 0.54
N 3.15 1.35 1.24 -0.03
N -2.66 -2.00 -1.35 0.43
C -3.81 -0.13 1.55 -0.68
C -2.74 -2.96 0.67 0.32
C 0.50 2.71 -0.73 0.57
C -4.80 -3.12 -0.61 -0.58
C -3.48 -2.71 -0.48 0.57
C 5.26 3.09 1.72 -0.55
C -3.29 -3.64 1.75 -0.88
C 5.80 -0.67 -0.59 -1.79
C -5.19 1.20 0.10 -0.82
C 1.33 4.40 -2.19 -0.67
C 5.42 2.01 0.86 -0.95
C 4.35 1.16 0.64 1.14
C 2.57 -2.81 0.45 0.78
C -0.53 2.15 0.23 0.33
C -4.60 -4.05 1.63 -0.53
C -3.09 -1.53 -2.65 -1.01
C -2.75 0.73 1.33 0.53
C -1.45 -1.83 -0.77 -0.41
C -4.12 2.04 -0.15 -0.82
C 2.39 2.28 -1.95 -0.35
C 4.49 -0.13 -0.13 0.47
C 4.05 3.27 2.35 -0.91
C -5.04 0.11 0.95 -0.77
C 3.02 2.38 2.07 -0.06
C -5.35 -3.79 0.47 -0.72
C 2.34 3.53 -2.56 -0.88
C -2.91 1.81 0.47 0.52
C 0.38 3.98 -1.27 -0.77
H -5.87 -0.54 1.15 0.47
H -0.70 -2.36 1.09 -0.05
H 1.27 5.39 -2.62 0.47
H -5.38 -2.92 -1.51 0.49
H -4.23 2.88 -0.82 0.43
H 3.09 3.79 -3.29 0.46
H 6.37 1.84 0.38 0.32
H 3.10 -4.64 -0.35 0.20
H 3.88 4.07 3.04 0.46
H 2.02 -4.68 1.00 0.24
H -2.72 -3.84 2.65 0.50
H -3.70 -0.98 2.21 0.64
H -6.37 -4.13 0.42 0.44
H 6.13 -1.48 0.06 0.39
H 3.16 1.57 -2.20 0.53
H -6.14 1.40 -0.37 0.44
H -3.43 -2.38 -3.24 0.39
H -3.90 -0.82 -2.52 0.35
H -2.25 -1.05 -3.15 0.26
H -5.07 -4.58 2.44 0.44
H 4.04 -2.57 -1.03 0.29
H -1.97 3.36 -0.50 0.20
H 6.09 3.76 1.90 0.48
H 2.04 2.47 2.53 0.50
H 5.73 -1.05 -1.61 0.42
H -0.42 4.64 -0.98 0.58
H 6.58 0.08 -0.59 0.41
```

## Properties
Spin multiplicity = 4
⟨S²⟩ = 3.7663
HOMO-LUMO gap (spin up / spin down) = 6.55 / 6.40 eV
Charge = +2
E = -5717.49128 Ha
Relative energy (zero: lowest compared OMol25 entry of this formula, charge and spin) = 0.0 kcal/mol
LUMO (spin up / spin down) = -5.86 / -6.11 eV

No. 4
A 5-piece molecular cluster, C18H29NO15S overall, computed with ωB97M-V/def2-TZVPD.

```
64
Properties=species:S:1:pos:R:3:mulliken_charge:R:1
S -0.58 1.47 -2.57 1.30
O 3.67 5.00 -5.18 -0.33
O -6.66 -0.37 0.00 -0.54
O 0.83 -4.73 7.60 -0.35
O -4.80 -1.18 -0.97 -0.31
O -1.25 0.95 -3.72 -0.67
O 4.17 5.12 -3.02 -0.33
O -0.34 -1.68 2.05 -0.55
O -1.29 -4.76 6.92 -0.34
O 0.03 0.23 -1.81 -0.39
O -1.69 -2.90 0.73 -0.27
O -0.89 -3.79 2.61 -0.26
O 4.66 3.25 -4.17 -0.53
O -0.65 -6.07 8.63 -0.51
O -1.37 2.24 -1.66 -0.69
O -5.82 0.58 -1.86 -0.36
N 1.23 -0.32 0.10 -0.20
C 3.78 6.45 -3.40 -0.31
C 1.09 1.31 2.03 -1.19
C 2.36 0.69 -1.85 -0.84
C -2.04 -4.29 0.68 -0.37
C 0.85 2.43 -3.04 -0.98
C 4.22 4.35 -4.13 0.79
C -0.92 -2.70 1.82 0.55
C -5.84 -0.32 -0.86 0.62
C -0.40 -5.27 7.80 0.66
C -1.89 -4.71 2.13 -0.35
C 1.89 0.20 1.29 -0.43
C 2.19 1.67 -3.03 -0.07
C -0.68 -3.66 6.23 0.05
C 0.80 -3.98 6.37 -0.28
C 1.15 0.64 -0.97 0.14
C 3.04 6.19 -4.70 -0.30
C -4.17 -0.96 -2.24 -0.19
C -4.57 0.46 -2.56 -0.10
H 0.88 3.23 -2.31 0.40
H -1.02 -3.62 5.20 -0.04
H 0.05 1.29 1.71 0.28
H -0.95 -2.73 6.74 0.26
H 4.67 7.05 -3.54 0.28
H 2.29 1.14 -3.97 0.47
H -4.72 0.64 -3.62 0.32
H 0.62 2.87 -4.01 0.63
H 3.16 6.89 -2.63 0.29
H -3.87 1.19 -2.16 0.15
H -4.57 -1.68 -2.95 0.27
H -2.80 -4.57 2.70 0.27
H 2.98 2.41 -2.97 -0.20
H 2.58 -0.30 -2.25 0.18
H -3.04 -4.40 0.29 0.30
H -1.33 -4.80 0.02 0.28
H 1.16 -4.62 5.56 0.23
H -3.09 -1.10 -2.16 0.14
H 0.91 1.64 -0.59 0.42
H 1.98 5.99 -4.55 0.23
H 2.02 -0.62 1.98 0.45
H -1.54 -5.74 2.25 0.34
H 1.47 2.29 1.76 0.38
H 1.43 -3.11 6.45 0.31
H 1.16 1.19 3.10 0.34
H 2.86 0.58 0.99 0.32
H 3.15 6.99 -5.43 0.30
H 3.22 0.97 -1.25 0.34
H 0.29 -0.60 0.34 -0.01
```

## Properties
HOMO-LUMO gap = 9.33 eV
E = -2284.85166 Ha
SMILES = CCN[C@H]1CCCS(=O)(=O)O1.O=C1OCCO1.O=C1OCCO1.O=C1OCCO1.O=C1OCCO1
LUMO = 0.19 eV